This record from OMol25 describes C26H28N3RuS3Sb2 as an isolated structure at a distorted geometry. The level of theory is ωB97M-V with the def2-TZVPD basis set.

```
63
Properties=species:S:1:pos:R:3:forces:R:3
Ru -0.111677 0.456028 0.216395 -0.73 1.25 0.13
C -1.696283 -1.050746 -2.349732 0.04 0.01 -0.01
C -2.286208 -1.459314 -1.037237 -0.08 0.02 -0.12
C -3.478863 -2.224985 -1.021538 0.03 -0.02 0.03
C -4.003617 -2.635970 0.161718 0.04 0.02 -0.01
C -3.354281 -2.293298 1.373607 -0.03 0.00 0.00
C -3.824371 -2.703399 2.639431 0.06 0.02 0.01
C -3.154549 -2.316927 3.768429 -0.06 -0.05 0.00
C -2.013084 -1.504264 3.684402 0.05 0.07 0.00
C -1.530689 -1.078001 2.467460 -0.09 -0.15 -0.02
S -0.107198 -0.060920 2.350794 0.08 -0.07 0.00
C -2.197535 -1.495385 1.288515 0.00 0.06 -0.05
N -1.687384 -1.097311 0.074155 0.40 0.02 0.04
H -1.714166 -1.893560 -3.042317 0.00 0.01 -0.03
H -0.667581 -0.704115 -2.232679 -0.03 -0.04 0.04
H -2.279653 -0.239689 -2.790363 0.01 0.01 0.02
H -3.942504 -2.480714 -1.964435 -0.02 0.00 0.00
H -4.907914 -3.231127 0.193337 -0.01 0.00 0.01
H -4.713823 -3.316827 2.700133 -0.01 0.00 -0.01
H -3.509259 -2.626900 4.742342 0.00 0.00 0.00
H -1.510592 -1.194162 4.592049 0.02 0.01 -0.01
S 1.008576 2.435885 0.337364 0.00 0.24 -0.11
C -0.216277 3.649257 0.479980 -0.24 -0.24 0.06
C 0.241141 4.993662 0.630548 -0.07 0.13 0.01
N 0.629136 6.070415 0.739287 0.02 -0.01 0.01
C -1.538414 3.321893 0.421798 0.51 -0.13 0.05
S -2.006383 1.680387 0.156257 0.07 -0.18 -0.20
C -2.582462 4.284726 0.546432 -0.03 0.11 0.05
N -3.439507 5.044245 0.649540 -0.02 0.00 -0.02
C 4.110342 1.321049 -0.642217 -0.08 0.04 0.01
Sb 2.584334 -0.141514 -0.348276 0.00 -0.63 0.24
C 3.252472 -0.708169 1.596602 -0.01 0.05 0.02
C 3.541294 -1.721996 -1.528030 0.10 0.09 -0.14
C 4.229243 -2.762557 -0.698613 0.05 0.06 0.00
C 5.518637 -2.487616 -0.239292 -0.04 0.00 0.05
C 6.190965 -3.351702 0.606817 0.01 0.00 0.01
C 5.573607 -4.527733 1.007961 0.03 0.01 -0.01
C 4.311789 -4.832751 0.527874 -0.03 -0.02 -0.03
C 3.627305 -3.978602 -0.338150 0.09 0.07 -0.05
C 2.291438 -4.368224 -0.869726 -0.13 -0.14 -0.01
Sb 0.693512 -3.150005 -0.044916 0.20 -0.52 0.00
C -0.859250 -4.514929 -0.637836 0.00 -0.03 0.09
C 0.887659 -3.912806 1.951561 0.01 -0.07 -0.02
H 5.054612 0.859082 -0.355411 0.02 0.02 -0.01
H 3.904324 2.174226 -0.000018 0.04 0.01 -0.01
H 4.157744 1.655293 -1.676287 -0.04 -0.02 -0.02
H 4.234010 -1.176678 1.559414 -0.01 0.03 -0.02
H 2.533573 -1.373355 2.070656 0.01 -0.02 -0.03
H 3.301300 0.214557 2.176629 -0.01 -0.01 0.03
H 4.294471 -1.168102 -2.091170 -0.06 0.03 -0.06
H 2.819476 -2.113678 -2.241987 -0.03 -0.07 0.07
H 5.995150 -1.561581 -0.543484 0.00 0.00 -0.01
H 7.187127 -3.106797 0.950897 0.01 -0.01 0.00
H 6.081099 -5.214830 1.672126 0.00 0.00 0.01
H 3.843702 -5.768702 0.811126 -0.01 0.00 0.00
H 2.066742 -5.412799 -0.650600 0.05 0.00 0.03
H 2.245537 -4.242915 -1.953907 -0.03 0.01 0.00
H -0.490890 -5.533514 -0.518653 -0.02 -0.02 0.00
H -1.165245 -4.360808 -1.671404 0.02 0.02 -0.01
H -1.721868 -4.370478 0.011670 -0.03 -0.02 -0.01
H 0.494641 -4.928157 2.003612 0.00 0.00 0.01
H 0.350406 -3.274437 2.650764 -0.02 0.00 0.01
H 1.944574 -3.923621 2.221025 0.00 0.02 0.00
```
Forces are in eV/Å.

## Properties
DFT total energy in Ha: -2941.775480
Spin multiplicity: 2
HOMO-LUMO gap (spin up / spin down) in hartree: 0.248 / 0.237
Largest force on an atom in eV/Å: 1.45
LUMO (spin up / spin down) in eV: -0.88 / -1.45
Energy above the lowest of the compared OMol25 structures with the same formula, charge and spin in kcal/mol: 39.61